C19H21NO10P3PdS | ωB97M-V/def2-TZVPD

Summary:
Multiplicity = 3
Energy = -84199.4146 eV
Total charge = -1
Relative energy (zero: lowest compared OMol25 entry of this formula, charge and spin) = 1.4594 eV
⟨S²⟩ = 2.0082
E_LUMO (alpha / beta) = 1.97 / -0.71 eV
HOMO (alpha / beta) = -5.62 / -5.61 eV

CARTESIAN COORDINATES (ANGSTROEM)
Pd1 -0.71246 0.83037 1.28101
O1 0.61234 2.84107 4.75257
P1 0.07157 2.27981 3.35474
O2 -0.21317 3.40361 2.39111
O3 1.01936 1.21664 2.88726
O4 -1.33853 1.64267 3.84156
P2 -2.70956 1.39544 2.92872
O5 -2.49521 2.47069 1.71577
O6 -3.87136 1.69564 3.76299
O7 -2.56298 0.02367 2.30308
H1 -0.03527 3.43096 5.13093
H2 -1.73117 3.05299 1.97554
N1 0.18654 2.37836 -0.27967
C1 0.13827 2.49662 -1.68213
C2 -1.01832 2.99501 -2.28492
C3 -1.03775 3.23602 -3.64916
C4 0.08127 2.93394 -4.39302
C5 1.21216 2.38838 -3.82709
C6 1.24244 2.15269 -2.46387
S1 0.22002 3.42431 -6.13904
O8 1.06037 4.60738 -5.98729
O9 -1.14016 3.68653 -6.56869
O10 0.86154 2.29005 -6.78287
H3 -0.34834 3.11946 0.18727
H4 1.14037 2.38692 0.07980
H5 -1.88461 3.19313 -1.66570
H6 -1.89553 3.66634 -4.14445
H7 2.05841 2.18482 -4.46290
H8 2.12380 1.73328 -1.99909
C7 -0.30855 -1.97785 3.18042
P3 -0.02465 -1.40047 1.46133
C8 -1.08116 -2.43715 0.39946
C9 -1.50281 -1.85386 -0.79214
C10 -2.32985 -2.54204 -1.65919
C11 -2.75435 -3.82233 -1.33584
C12 -2.34546 -4.40665 -0.14733
C13 -1.50508 -3.72277 0.71459
C14 1.66210 -2.03331 1.18513
C15 2.69490 -1.37850 1.85222
C16 3.99538 -1.82591 1.72347
C17 4.27615 -2.92351 0.92388
C18 3.25535 -3.55768 0.23612
C19 1.94855 -3.11741 0.36395
H9 0.03521 -3.00412 3.31512
H10 -1.37133 -1.87653 3.40063
H11 0.24977 -1.31275 3.84102
H12 -1.17363 -0.84309 -1.02642
H13 -2.64256 -2.07624 -2.58136
H14 -3.41658 -4.35465 -2.00173
H15 -2.68599 -5.39928 0.11290
H16 -1.18641 -4.18350 1.63817
H17 2.46014 -0.50978 2.45228
H18 4.79436 -1.31279 2.23843
H19 5.29362 -3.27218 0.82338
H20 3.47463 -4.39755 -0.40716
H21 1.15421 -3.61490 -0.17375



C3H6NOS2 | ωB97M-V/def2-TZVPD

Summary:
Energy = -28413.3473 eV
Total charge = -1
Relative energy (zero: lowest compared OMol25 entry of this formula, charge and spin) = 2.3354 eV
E_LUMO (alpha / beta) = 3.46 / 3.49 eV
HOMO (alpha / beta) = -3.52 / -1.80 eV

CARTESIAN COORDINATES (ANGSTROEM)
C1 -1.10734 -0.37493 1.27148
C2 -1.11245 0.31896 -0.05230
C3 1.21646 0.01202 0.17021
N1 0.10482 -0.11171 -0.71794
O1 0.36658 0.58725 -1.96558
S1 1.84981 1.46936 0.66775
S2 2.22618 -1.47385 0.09410
H1 -1.22304 0.19207 2.17346
H2 -1.23444 -1.44043 1.31350
H3 -1.95956 0.05400 -0.71120
H4 -1.12324 1.41342 0.08684
H5 0.68270 1.47300 -1.70678
H6 1.31353 -2.11916 -0.62354



C50H44B2F4GeN5O8PRb | ωB97M-V/def2-TZVPD

Summary:
Multiplicity = 2
Energy = -155085.0465 eV
Total charge = -2
Relative energy (zero: lowest compared OMol25 entry of this formula, charge and spin) = 0.6089 eV
⟨S²⟩ = 0.7590
E_LUMO (alpha / beta) = 3.16 / 3.03 eV
HOMO (alpha / beta) = -2.76 / -2.76 eV

CARTESIAN COORDINATES (ANGSTROEM)
Rb1 1.52651 -0.50304 -1.81897
C1 3.82791 -3.90783 -1.04924
C2 3.40700 -2.79407 -0.14326
N1 3.70829 -1.56304 -0.28050
O1 4.41695 -1.21819 -1.39246
B1 4.80846 0.22018 -1.35449
F1 5.76077 0.42437 -0.34335
F2 5.30790 0.52017 -2.60979
O2 3.65327 1.17194 -1.14358
N2 2.94004 0.97930 0.02215
C3 3.32264 1.60091 1.06498
C4 4.46191 2.56189 1.17001
C5 2.54978 1.19005 2.29300
N3 1.43271 0.64261 2.02838
O3 0.75712 0.03444 3.15876
B2 1.32187 -1.46901 3.57113
F3 0.57923 -1.71810 4.69720
F4 2.66067 -1.30714 3.81708
O4 0.98705 -2.38799 2.53465
N4 1.73239 -2.13213 1.35120
C6 2.55022 -3.06436 1.05051
C7 2.70748 -4.36898 1.76523
C8 3.16107 1.39091 3.63926
H1 4.47832 -3.52161 -1.82796
H2 2.95866 -4.36512 -1.52552
H3 4.35474 -4.68340 -0.48996
H4 4.84629 2.76401 0.17461
H5 5.27496 2.14582 1.76554
H6 4.12952 3.49136 1.63923
H7 2.18536 -4.35154 2.71543
H8 3.76524 -4.58307 1.92523
H9 2.29659 -5.17149 1.14867
H10 3.65090 2.36390 3.67372
H11 3.90774 0.62043 3.82664
H12 2.40374 1.32338 4.41748
O5 0.84908 -6.21908 -7.03553
C9 1.76633 -6.17051 -6.19731
O6 2.75570 -6.91528 -6.06523
C10 1.74261 -4.95854 -5.26956
C11 2.80980 -4.06518 -5.24792
C12 2.75126 -2.96118 -4.41945
N5 1.73346 -2.70220 -3.59906
C13 0.70921 -3.56862 -3.59192
C14 0.67911 -4.68433 -4.41890
C15 -0.46415 -3.28942 -2.62404
O7 -1.42426 -4.06262 -2.67994
O8 -0.33052 -2.29217 -1.86342
H13 3.67812 -4.24697 -5.86703
H14 3.57194 -2.24894 -4.38813
H15 -0.19092 -5.32470 -4.38893
C16 -4.46107 0.33607 -1.19510
C17 -3.65870 -0.02125 -2.26710
C18 -2.51418 0.70988 -2.55907
C19 -2.15300 1.79148 -1.76712
C20 -2.95517 2.13320 -0.67385
C21 -4.10855 1.42047 -0.39837
P1 -0.53180 2.62280 -1.88334
C22 -1.00499 4.38756 -1.77919
C23 -0.06112 5.26335 -1.25051
C24 -0.32129 6.62536 -1.17471
C25 -1.53756 7.12184 -1.61882
C26 -2.48849 6.25451 -2.14275
C27 -2.22222 4.89717 -2.22527
C28 -0.08843 2.47027 -3.65998
C29 -0.04451 3.51265 -4.59334
C30 0.41682 3.28072 -5.88346
C31 0.83676 2.01740 -6.28096
C32 0.80108 0.95148 -5.37903
C33 0.34858 1.25812 -4.12941
H16 -5.34635 -0.24285 -0.96426
H17 -3.89634 -0.89122 -2.86282
H18 -1.87966 0.38667 -3.37430
H19 -2.65891 2.94060 -0.01196
H20 -4.71166 1.69008 0.45977
H21 0.88389 4.86968 -0.89477
H22 0.42318 7.29453 -0.76264
H23 -1.74798 8.18166 -1.55376
H24 -3.44026 6.63723 -2.48886
H25 -2.96572 4.22359 -2.63456
H26 -0.36419 4.50823 -4.30132
H27 0.45359 4.10237 -6.58752
H28 1.19668 1.84963 -7.28903
H29 1.11093 -0.04811 -5.65479
C34 -0.83501 -0.26410 0.51258
Ge1 -1.00948 -0.19452 2.40311
C35 -1.79472 1.53109 2.87153
C36 -3.12339 1.61540 3.28402
C37 -3.73717 2.84718 3.47225
C38 -3.02831 4.01688 3.24372
C39 -1.70649 3.95063 2.82485
C40 -1.09703 2.71804 2.63727
C41 -2.01564 -1.66974 3.13970
C42 -2.33716 -2.63788 2.22225
C43 -3.18646 -3.71479 2.56629
C44 -3.70667 -3.79725 3.82137
C45 -3.39177 -2.82459 4.80367
C46 -3.91470 -2.91058 6.11866
C47 -3.59231 -1.98001 7.06177
C48 -2.71735 -0.92021 6.73467
C49 -2.19816 -0.81734 5.47740
C50 -2.52904 -1.75622 4.46774
H30 -1.82489 -0.13443 0.07702
H31 -0.42124 -1.20740 0.15925
H32 -0.18512 0.55791 0.22452
H33 -3.69156 0.70912 3.45920
H34 -4.77033 2.89190 3.79437
H35 -3.50574 4.97823 3.38489
H36 -1.15299 4.86076 2.63023
H37 -0.07420 2.67885 2.28412
H38 -1.93632 -2.60193 1.21689
H39 -3.41446 -4.46387 1.82078
H40 -4.36620 -4.61323 4.09282
H41 -4.57041 -3.73823 6.36181
H42 -3.99384 -2.05739 8.06487
H43 -2.44789 -0.19333 7.48988
H44 -1.50336 -0.01987 5.24401



C2H4INO3 | ωB97M-V/def2-TZVPD

Summary:
Energy = -17867.0362 eV
Total charge = 0
Relative energy (zero: lowest compared OMol25 entry of this formula, charge and spin) = 0.8670 eV
E_LUMO = 0.26 eV
HOMO = -9.13 eV

CARTESIAN COORDINATES (ANGSTROEM)
C1 -0.71558 1.40657 -0.18680
C2 1.91284 -2.02507 -0.16833
N1 -0.30518 0.20350 0.11063
O1 -0.51111 -0.32018 1.37058
O2 0.21050 -0.55522 -0.72781
O3 1.47656 -2.21688 0.91375
I1 3.34357 -0.33969 -0.62319
H1 -0.34626 1.82810 -1.18225
H2 -1.40482 2.07259 0.31022
H3 1.86393 -2.62905 -1.00701
H4 -0.02712 -1.05302 1.71232



C22H25ClFN3O5S | ωB97M-V/def2-TZVPD

Summary:
Energy = -64003.5459 eV
Total charge = 0
Relative energy (zero: lowest compared OMol25 entry of this formula, charge and spin) = 0.0142 eV
E_LUMO = 0.51 eV
HOMO = -9.33 eV

CARTESIAN COORDINATES (ANGSTROEM)
O1 -2.12104 -0.50309 2.92295
C1 -1.06047 -0.26191 2.38468
N1 -0.90628 0.67632 1.43524
H1 0.00447 0.89033 1.05764
C2 -2.01806 1.48995 0.99547
H2 -2.06827 2.40954 1.59190
H3 -2.92781 0.90976 1.16857
C3 -1.88917 1.86346 -0.48267
C4 -3.18610 2.47721 -1.03947
H4 -3.74523 1.76507 -1.64007
C5 -2.68706 3.67389 -1.84870
H5 -3.41168 4.48171 -1.90643
C6 -1.43685 4.06058 -1.06444
H6 -0.69224 4.59849 -1.65248
H7 -1.70174 4.66198 -0.18287
O2 -0.85982 2.83200 -0.66226
H8 -2.41233 3.36474 -2.85713
H9 -3.81800 2.81426 -0.21690
H10 -1.59094 0.97187 -1.04782
C7 0.21886 -1.01912 2.74755
N2 0.59567 -1.99820 1.74173
C8 1.85743 -1.98509 1.27280
O3 2.66002 -1.11646 1.58148
C9 2.30052 -3.11656 0.34428
N3 3.53621 -2.78493 -0.31700
S1 3.38625 -1.69823 -1.58632
O4 4.57446 -1.82251 -2.37083
O5 2.11362 -1.96957 -2.19674
C10 3.35448 -0.05184 -0.88379
C11 2.17318 0.66015 -0.85733
C12 2.14914 1.92612 -0.29750
C13 3.32139 2.44778 0.23102
C14 4.51327 1.73663 0.19213
C15 4.52528 0.47584 -0.37615
H11 5.43441 -0.10078 -0.43871
H12 5.41346 2.16633 0.60230
Cl1 3.29586 4.01655 0.94194
H13 1.23579 2.50185 -0.28524
H14 1.28442 0.22240 -1.28416
H15 4.25790 -2.48367 0.32280
H16 1.58428 -3.30578 -0.45341
H17 2.44635 -4.03047 0.93048
C16 -0.43189 -2.96133 1.39120
C17 -1.41367 -2.41449 0.37711
C18 -2.76893 -2.36985 0.68274
C19 -3.68465 -1.85993 -0.21947
C20 -3.22679 -1.40133 -1.43984
C21 -1.88692 -1.44600 -1.77850
C22 -0.98194 -1.95258 -0.86203
H18 0.06115 -1.98283 -1.13789
H19 -1.55908 -1.09854 -2.74558
F1 -4.10971 -0.88067 -2.32029
H20 -4.73592 -1.81296 0.01495
H21 -3.11464 -2.71801 1.64345
H22 0.03119 -3.87241 1.00938
H23 -0.97518 -3.21305 2.30724
H24 0.03515 -1.53297 3.69843
H25 1.05821 -0.32961 2.86258



C4H8O3 | ωB97M-V/def2-TZVPD

Summary:
Energy = -10419.2372 eV
Total charge = 0
Relative energy (zero: lowest compared OMol25 entry of this formula, charge and spin) = 1.7663 eV
E_LUMO = 0.84 eV
HOMO = -9.88 eV

CARTESIAN COORDINATES (ANGSTROEM)
C1 1.64900 -1.18340 -1.07267
O1 1.47552 -1.45360 0.30434
C2 0.44361 -0.93046 1.09512
C3 -0.08915 0.42218 0.64002
O2 0.60030 1.36949 0.34921
O3 -1.43058 0.42319 0.56139
C4 -1.97899 1.57682 -0.08208
H1 2.63558 -0.72115 -1.19396
H2 0.91588 -0.50241 -1.52239
H3 1.63240 -2.13685 -1.61759
H4 -0.39721 -1.63006 1.20634
H5 0.90192 -0.79351 2.08162
H6 -1.62121 2.49655 0.38464
H7 -1.67461 1.57500 -1.13337
H8 -3.06246 1.48822 -0.00063



C3H10NS | ωB97M-V/def2-TZVPD

Summary:
Energy = -15597.2387 eV
Total charge = -1
Relative energy (zero: lowest compared OMol25 entry of this formula, charge and spin) = 2.5625 eV
E_LUMO = 4.12 eV
HOMO = -2.20 eV

CARTESIAN COORDINATES (ANGSTROEM)
C1 -0.99327 -1.76214 -0.50109
S1 -1.98008 -0.75615 0.54641
H1 0.12295 -1.64148 -0.44100
H2 -1.04508 -1.69781 -1.55727
H3 -1.22555 -2.83620 -0.21626
C2 1.02051 1.64868 -1.17084
N1 2.14067 1.21939 -0.27557
C3 1.60577 0.53114 1.06361
H4 1.01807 1.35864 -2.14351
H5 0.78354 2.68387 -1.00211
H6 0.15834 1.20092 -0.88573
H7 2.79164 0.58909 -0.76609
H8 1.37149 1.54994 1.60294
H9 0.66943 -0.01689 0.71965
H10 2.25370 -0.13344 1.52572



C26H35N3O5S | ωB97M-V/def2-TZVPD

Summary:
Energy = -53075.2970 eV
Total charge = 0
Relative energy (zero: lowest compared OMol25 entry of this formula, charge and spin) = 0.0000 eV
E_LUMO = -0.63 eV
HOMO = -9.22 eV

CARTESIAN COORDINATES (ANGSTROEM)
C1 -3.48424 -3.90670 -1.27648
H1 -2.82590 -4.72208 -0.99020
H2 -3.16099 -3.52907 -2.24374
H3 -4.49017 -4.30595 -1.38367
C2 -3.47090 -2.79359 -0.23111
C3 -3.96071 -3.32023 1.11656
H4 -5.00626 -3.61155 1.04614
H5 -3.86962 -2.55980 1.88929
H6 -3.38705 -4.19172 1.41983
C4 -2.08736 -2.13467 -0.12140
C5 -1.03012 -3.02574 0.53080
N1 0.30048 -2.50701 0.31007
C6 1.27242 -3.23414 -0.27989
O1 1.11180 -4.38221 -0.63698
C7 2.59972 -2.49995 -0.46742
C8 3.16968 -2.00641 0.86724
H7 2.45271 -1.35476 1.36998
C9 4.46974 -1.23463 0.62907
N2 4.30069 -0.17161 -0.32932
S1 3.92304 1.34007 0.23492
O2 4.00974 2.23229 -0.88224
O3 4.73636 1.56935 1.39084
C10 2.20341 1.31161 0.77026
C11 1.23172 1.60808 -0.14198
C12 -0.12364 1.58022 0.24169
C13 -1.20793 1.88296 -0.62646
C14 -2.49043 1.96652 -0.12499
C15 -2.68126 1.65598 1.25251
N3 -1.70664 1.30589 2.04711
C16 -0.43994 1.28234 1.59545
C17 0.59443 0.98062 2.50847
C18 1.90018 0.99528 2.09915
H8 2.71633 0.80538 2.77850
H9 0.31952 0.76967 3.52958
C19 -4.04250 1.69244 1.87562
H10 -3.90405 1.53438 2.94579
H11 -4.49186 2.67673 1.72796
C20 -4.98057 0.61328 1.32135
C21 -5.62311 0.97823 -0.01342
C22 -4.63279 1.14078 -1.16325
H12 -4.05711 0.22134 -1.29234
H13 -5.20130 1.30448 -2.08094
C23 -3.66909 2.32115 -0.97693
H14 -3.32311 2.66298 -1.95059
H15 -4.20685 3.15158 -0.51351
H16 -6.33591 0.19317 -0.27800
H17 -6.18860 1.90633 0.10221
H18 -4.42917 -0.32228 1.22123
H19 -5.77794 0.44895 2.04894
C24 -0.91972 2.08712 -2.07673
O4 -1.21918 3.04977 -2.72974
O5 -0.28260 1.02915 -2.59883
H20 -0.09919 1.17739 -3.54085
H21 1.52838 1.89657 -1.13769
C25 3.75939 -0.58088 -1.60119
H22 4.50033 -1.22248 -2.09118
C26 2.43686 -1.33791 -1.45504
H23 1.65881 -0.65497 -1.11034
H24 2.13370 -1.72650 -2.42862
H25 3.63660 0.32584 -2.19389
H26 5.24019 -1.91402 0.24800
H27 4.83387 -0.77325 1.54735
H28 3.36707 -2.85844 1.51971
H29 3.29645 -3.22769 -0.89698
H30 0.46697 -1.54903 0.57260
H31 -1.03503 -4.02501 0.09273
H32 -1.21372 -3.10554 1.60701
H33 -1.74498 -1.86688 -1.12441
H34 -2.17065 -1.20977 0.45782
H35 -4.17042 -2.01786 -0.56669